Here is C51H60CdNO3PS4Te as an isolated structure from the OMol25 dataset. Energies are from ωB97M-V/def2-TZVPD.

Summary:
Energy above the lowest of the compared OMol25 structures with the same formula, charge and spin ... 39.6 kJ/mol
Net charge ... -2
Kohn-Sham gap ... 0.191 Eh
Electronic energy ... -125983.997 eV

```
122
Properties=species:S:1:pos:R:3:mulliken_charge:R:1
Te 3.4712 -3.9055 1.8784 0.137
Cd -1.5550 -1.0294 -0.7826 1.918
S -4.0697 1.2841 2.9713 -0.171
S -1.9499 0.7611 0.9802 -0.418
S -4.1429 -1.6634 -0.2198 -0.630
S -5.8429 -0.8389 2.0850 -0.197
P -0.5267 2.4925 -2.8476 0.501
O 1.1560 0.6174 0.5090 -0.897
O -6.3559 0.7167 4.1547 -0.695
O 3.4682 2.5354 0.5615 -0.691
N 0.5420 -2.2188 0.7648 0.614
C -1.9156 -0.2706 -4.7367 -1.787
C 1.1845 -0.9333 -4.9396 -1.728
C -1.3072 -1.5731 3.8392 -0.226
C -4.3482 -0.6444 1.1718 0.205
C 1.3089 -6.0749 1.7248 -0.288
C -3.2054 2.0849 -2.2416 -1.279
C 2.2125 2.7860 -2.5637 -1.589
C -1.1478 -1.2489 -3.9000 0.984
C -2.4146 -2.0634 4.5158 -0.940
C -0.1794 5.0707 -4.2568 -1.782
C -0.8876 -2.1587 2.6492 1.172
C 2.5520 6.5722 3.3012 -0.336
C -3.1494 -3.1148 3.9867 -0.608
C 0.9173 4.3742 -1.1022 -1.431
C 0.3248 -1.6869 1.9076 -0.672
C -2.0229 2.9736 -1.8484 1.035
C -2.4863 4.4296 -1.8501 -1.830
C 2.7315 1.3139 3.7085 -0.699
C 1.7985 -1.9770 0.0857 0.652
C 3.5151 6.2897 2.3389 -0.657
C -0.6736 -3.0304 -2.4944 1.446
C 0.1786 -1.5952 -4.0507 0.325
C 2.3557 1.4711 2.3767 0.027
C 2.9017 2.6220 1.6368 0.209
C 1.4890 -5.0454 3.8856 -0.308
C 1.1845 -0.6475 2.5137 1.405
C 0.5098 -5.8985 4.3738 -0.425
C -3.5180 0.3223 1.6018 -0.662
C 1.6994 5.5689 3.7377 -0.871
C 0.1130 2.9453 -5.5203 -1.313
C 1.6229 -0.7711 3.8137 -0.822
C -0.0818 -6.8301 3.5361 -0.497
C 2.8623 0.0083 5.8754 -1.617
C -3.1526 -2.6018 -3.0816 -2.342
C 2.6203 -3.2596 0.0190 -1.096
C -1.6222 -3.2244 2.1371 0.006
C 2.7799 3.9945 2.2680 0.402
C 1.8153 4.2835 3.2253 -0.138
C 1.8005 -3.3906 -3.1740 -1.745
C 3.6212 5.0099 1.8224 -0.318
C 0.9073 3.0154 -1.8010 3.104
C -5.5810 0.4375 3.2622 0.632
C -1.7360 -2.1148 -2.9049 0.185
C 0.3104 -6.9078 2.2074 -0.489
C 1.9039 -5.1361 2.5614 0.092
C -0.9047 -4.2558 -1.6579 -1.382
C 1.5400 0.4949 1.6950 -0.787
C 0.4708 -2.7013 -3.1979 0.954
C 2.4049 0.1934 4.4536 0.505
C -0.6188 3.6095 -4.3501 0.624
C -2.7559 -3.6820 2.7831 -1.018
H -1.8048 0.7581 -4.3813 -0.040
H 0.1780 -5.8019 5.3994 0.368
H 1.3400 -1.6622 4.3681 0.660
H 0.7027 -0.2556 -5.6444 0.305
H 2.0496 -4.0976 -0.3677 -0.407
H 1.7550 -1.6663 -5.5194 0.417
H -3.3394 -4.4773 2.3370 0.432
H -1.0360 -5.1499 -2.2798 0.364
H 2.4603 7.5744 3.7010 0.376
H 0.0364 4.5104 -0.4746 0.206
H 1.9181 -4.2933 4.5337 0.308
H 0.9056 5.1333 -4.1615 0.288
H -1.2974 -3.6812 1.2124 0.192
H 0.9354 5.7866 4.4731 0.394
H -1.8068 -4.1510 -1.0513 0.134
H 2.4108 -1.1983 0.5454 0.471
H -2.7360 -1.5833 5.4308 0.391
H -0.8695 -7.4715 3.9090 0.353
H -1.7195 5.1220 -1.5082 0.306
H -1.5817 -0.2948 -5.7784 0.449
H 2.0193 -0.1284 6.5587 0.322
H 1.6225 -6.1563 0.6915 0.345
H 4.1754 7.0728 1.9855 0.376
H 2.3915 3.5800 -3.2964 0.350
H -4.0214 2.2049 -1.5257 0.441
H 3.3396 2.0898 4.1699 0.337
H 1.7898 4.4240 -0.4476 0.258
H 4.3485 4.7678 1.0577 0.394
H -0.1622 -7.6183 1.5409 0.369
H -2.9579 1.0216 -2.2584 0.002
H -1.7404 2.6991 -0.8248 -0.177
H -0.7932 -0.7000 4.2188 0.537
H 3.0459 2.7730 -1.8610 0.398
H 3.5121 -0.8650 5.9860 0.313
H -2.8073 4.7409 -2.8474 0.318
H 1.1932 2.9872 -5.3713 0.258
H -0.4552 5.6020 -5.1747 0.482
H -0.1645 1.8978 -5.6202 0.128
H 1.9097 -0.3420 -4.3713 0.073
H 1.5736 -1.6543 -0.9353 -0.625
H -0.0824 -4.4456 -0.9679 -0.029
H 2.5990 -2.7670 -2.7573 0.105
H 1.1386 3.5031 3.5489 0.530
H -3.4415 -3.3158 -2.3106 0.460
H 0.8758 2.2597 -1.0045 -1.654
H -4.0406 -3.4660 4.4918 0.397
H 3.4897 -3.1133 -0.6214 0.665
H -3.5774 2.3540 -3.2360 0.337
H 2.1148 -3.6594 -4.1878 0.531
H -3.8854 -1.7975 -3.0594 0.492
H 2.1976 1.8332 -3.0958 0.084
H 0.9793 5.2102 -1.8010 0.303
H -0.1136 3.4564 -6.4613 0.482
H -0.6198 5.5994 -3.4171 0.272
H -1.6905 3.5837 -4.5925 0.494
H -3.2404 -3.1143 -4.0499 0.373
H 3.4232 0.8806 6.2165 0.361
H -3.3478 4.5348 -1.1849 0.471
H 1.7619 -4.3154 -2.5964 0.401
H -2.9821 -0.5026 -4.7307 0.306
```


Here is C51H60N4O2PdSSeSi as an isolated structure from the OMol25 dataset. Energies are from ωB97M-V/def2-TZVPD.

Summary:
Net charge ... 0
Kohn-Sham gap (spin up / spin down) ... 0.225 / 0.212 Eh
Electronic energy ... -151456.967 eV
2S+1 ... 5

```
121
Properties=species:S:1:pos:R:3:lowdin_spin:R:1
Pd 0.6227 -0.6274 0.0169 1.454
Se 2.4902 -2.3623 0.5978 0.875
S 2.1930 1.0208 1.6675 0.020
Si 4.7010 -2.5869 -0.0764 0.076
O 0.9797 0.4019 2.2225 0.071
O 3.4321 0.2996 1.8924 0.046
N 1.8355 1.2352 0.1430 0.086
N 2.5959 0.3744 -1.8476 0.016
N -0.9084 -1.9501 -0.7362 0.292
N -1.1759 0.7825 -0.4169 0.331
C -1.3283 2.1522 -0.0605 0.021
C 1.0492 3.6531 -2.6174 0.000
C 3.3814 2.8148 3.3477 0.003
C -1.6227 -2.7417 1.9619 0.001
C -6.1535 -2.2355 -1.7796 0.033
C -1.2656 -5.1035 1.1836 0.000
C 1.0791 -2.9938 -2.9411 0.016
C -2.6003 1.5183 2.0951 0.001
C -1.4638 4.8407 0.6522 0.013
C 2.7982 6.4784 4.1660 0.001
C -5.3195 -3.3154 -1.6474 -0.001
C -0.8072 4.4618 -0.5115 -0.002
C 5.7154 -1.0591 0.1211 0.009
C -2.0372 3.8737 1.4580 -0.001
C -1.0727 2.4932 -3.2900 0.000
C -0.8894 -6.0502 0.2460 0.006
C -2.0901 -1.3628 -0.8850 0.185
C -0.1151 -3.9379 -2.8075 0.002
C -2.2069 0.0564 -0.7847 0.126
C 3.9606 2.0500 -0.8294 0.003
C -1.9773 2.5188 1.1310 0.019
C 5.3340 -3.9282 1.0331 0.010
C -0.7360 3.1252 -0.8863 0.016
C -0.5603 -2.7437 3.0679 0.000
C 4.8323 2.0042 -1.8991 0.000
C 2.3868 2.5993 2.4040 0.004
C -0.4896 -4.2867 -1.3725 0.014
C 3.4421 0.3473 -2.8795 0.001
C -4.3159 1.5759 -1.2487 0.004
C -4.0893 1.7957 2.3291 0.001
C -4.2927 -0.8150 -1.3027 0.055
C -1.8645 1.5139 3.4400 0.001
C -3.9332 -3.1831 -1.3520 0.028
C -3.4181 -1.9251 -1.1790 0.018
C 3.5079 4.0765 3.9059 0.000
C 2.6584 5.1185 3.5334 0.003
C -1.2651 -3.7467 0.8759 0.013
C -0.4959 -5.6341 -1.0160 0.000
C -5.6397 -0.9180 -1.6141 0.011
C 4.5712 1.1417 -2.9583 0.001
C -0.8854 -3.3452 -0.4133 0.028
C -0.0499 2.6954 -2.1655 0.005
C 2.8370 1.2215 -0.8499 0.009
C -3.6177 0.4122 -1.0950 0.017
C -6.3510 0.3066 -1.7471 0.010
C -3.0145 -2.9907 2.5496 0.001
C -5.7000 1.5004 -1.5782 -0.003
C 4.7125 -3.1424 -1.8432 0.017
C 1.5243 3.6195 2.0133 0.004
C -1.3119 -3.4144 -3.6079 0.000
C 1.6692 4.8727 2.5834 0.000
H 3.1977 -0.3526 -3.6731 0.000
H -1.5143 5.8861 0.9347 0.001
H 6.7581 -1.3245 -0.0793 0.001
H -3.2708 -2.1967 3.2564 0.000
H 4.0429 2.0047 3.6277 0.000
H 0.1854 -4.8858 -3.2603 0.000
H -2.5318 4.1737 2.3761 0.000
H -1.0362 -3.2888 -4.6589 0.000
H -2.5087 0.5216 1.6623 0.000
H -7.4070 0.2920 -1.9944 0.001
H 0.8651 -2.0057 -2.5394 0.004
H -2.3515 0.8217 4.1324 0.000
H 1.6127 3.2060 -3.4400 0.000
H -0.9007 -7.1045 0.4955 0.000
H -0.7871 -1.9803 3.8164 0.000
H 1.7505 3.8739 -1.8082 0.000
H 5.6335 -0.6531 1.1310 0.000
H -3.3145 -4.0685 -1.2680 0.001
H 2.3053 7.2451 3.5689 0.000
H -2.1522 -4.1109 -3.5595 0.000
H 4.4014 -2.3272 -2.5033 0.000
H -4.6518 1.8290 1.3973 0.000
H -3.7775 -3.0122 1.7685 0.000
H -1.6357 -1.7460 1.5245 0.002
H -1.6336 3.4162 -3.4697 0.000
H 2.3441 6.4875 5.1599 0.000
H -3.0533 -3.9398 3.0909 0.000
H 0.6359 4.5984 -2.9811 0.000
H 4.2819 4.2581 4.6436 0.000
H -1.6477 -2.4479 -3.2290 0.000
H -4.2334 2.7470 2.8490 0.000
H 1.0015 5.6724 2.2804 0.000
H 6.3933 -4.1147 0.8245 0.001
H -1.7849 1.7025 -3.0538 0.000
H 4.1247 2.7118 0.0128 0.000
H 5.7104 2.6384 -1.9121 0.000
H -0.5632 2.2198 -4.2194 0.000
H 5.2333 -3.6396 2.0831 0.001
H 0.7553 3.4306 1.2687 0.000
H 5.7321 -3.4398 -2.1151 0.002
H 3.8470 6.7530 4.2828 0.000
H 0.4074 1.7296 -1.9650 0.002
H -4.5191 1.0086 2.9539 0.000
H -0.5221 -3.7175 3.5637 0.000
H 4.7806 -4.8598 0.8852 0.001
H 0.4331 -2.5313 2.6710 0.001
H -0.2010 -6.3717 -1.7552 0.000
H -0.3522 5.2214 -1.1357 0.000
H 5.3998 -0.2793 -0.5777 0.000
H -7.2028 -2.3813 -2.0118 0.002
H -6.2527 2.4240 -1.6963 0.000
H -1.8841 2.5097 3.8935 0.000
H -5.7243 -4.3120 -1.7757 -0.001
H -1.5642 -5.4244 2.1760 0.000
H 1.9539 -3.3939 -2.4229 0.009
H 1.3406 -2.8741 -3.9972 0.001
H 5.2243 1.0876 -3.8189 0.000
H 4.0509 -3.9945 -2.0142 0.001
H -0.8235 1.2126 3.3250 0.000
H -3.8456 2.5430 -1.1192 0.000
```


Here is a 10-piece molecular cluster, C51H61B2BrN12O9PS overall from the OMol25 dataset. Energies are from ωB97M-V/def2-TZVPD.

Summary:
Net charge ... -1
Kohn-Sham gap ... 0.278 Eh
Electronic energy ... -181706.310 eV

```
138
Properties=species:S:1:pos:R:3:mulliken_charge:R:1
Br 0.1034 3.6920 0.7398 -0.321
S -4.5890 0.1101 -3.2116 1.048
P -1.7744 1.2949 -2.1420 0.412
O 2.4746 3.2945 -2.1543 -0.625
O -4.9490 -0.2066 -1.8540 -0.644
O 2.5896 1.9796 -0.1671 0.352
O -1.6693 3.0145 -2.5288 -0.393
O -1.3566 -2.3638 -2.3570 -0.569
O -1.8356 -0.4223 -1.6875 -0.477
O -0.6802 1.6072 -4.8405 -0.804
O -4.3186 -1.0108 -4.0929 -0.688
O -0.3270 1.4816 -1.0849 -0.041
N -5.4448 3.5402 0.1096 -0.148
N -1.6101 -1.2617 -2.7156 0.324
N 0.7738 0.2881 -3.4542 -0.309
N 5.4851 6.1809 0.6565 -0.570
N -1.9702 0.5231 1.3624 -0.716
N 3.5885 -7.2108 2.8497 -0.209
N 4.5071 1.2763 3.7881 -0.525
N -1.4869 6.1693 -3.9914 -0.204
N 1.7705 -5.9025 6.6862 -0.429
N 2.0713 -2.2362 0.9028 0.096
N -0.5937 -0.8443 -7.3153 -0.621
N -3.2569 -2.6328 4.4777 -0.599
C 3.0525 3.1696 4.0055 -0.554
C -2.0242 0.2827 -8.8745 -0.284
C 2.2787 0.5618 -0.1012 -1.258
C -2.2925 5.4970 -4.8080 0.162
C 0.8537 -6.5986 8.7879 -0.287
C 1.6106 -4.9539 1.2919 -0.186
C 7.2247 4.7867 -0.2240 -0.300
C -3.0732 0.2451 -7.9669 -0.603
C -7.6396 3.9443 0.9765 -0.634
C -2.4463 -4.8856 4.3453 -0.702
C 3.4948 3.3890 5.2982 -0.403
C -5.8323 4.0912 -1.0364 0.109
C -1.0558 7.7105 -5.7723 -0.451
C -2.3485 -2.2837 3.5621 -0.545
C -2.8441 1.7179 -0.6342 -0.417
C 0.5408 -5.5584 6.3037 -0.216
C -0.8821 7.2508 -4.4751 -0.264
C -0.8123 -0.2744 -8.4998 -0.386
C 1.1735 -2.8975 0.1739 -0.135
C -7.1066 4.5943 -1.2550 -0.909
C -2.8686 -0.3452 -6.7314 0.021
C 4.4513 2.5362 5.8272 -0.338
C 2.7419 -2.9291 1.8217 -0.554
C 6.3798 3.6871 -0.2042 -0.717
C 6.7296 6.0036 0.2169 -0.299
C 1.9088 -6.4103 7.9089 -0.356
C 4.9222 1.5024 5.0331 -0.290
C -3.2869 1.2889 -3.3688 -0.572
C -1.4531 -3.1861 2.9991 -0.069
C -1.8985 7.0005 -6.6136 -0.219
C -0.5830 -5.7058 7.1052 -0.027
C 4.8646 -8.5730 1.3489 -0.694
C -2.8496 0.6908 0.4600 -0.766
C 5.0813 3.8483 0.2511 0.129
C 0.2509 2.6960 -1.0747 -0.051
C 4.3943 -9.7227 1.9625 -0.150
C -3.2913 -3.9109 4.8505 -0.261
C 4.4329 -7.3462 1.8303 -0.035
C -2.5290 5.8680 -6.1245 -0.758
C -6.3390 3.4741 1.0914 -0.186
C 2.5524 -4.2836 2.0586 -0.669
C -8.0290 4.5169 -0.2236 -0.091
C 3.5153 -9.5982 3.0265 -0.623
C -1.5065 -4.5098 3.3970 -0.268
C -0.4710 3.6158 -2.1169 -1.230
C 3.1443 -8.3239 3.4290 -0.154
C -0.4187 -6.2379 8.3737 -0.544
C 0.9055 -4.2489 0.3274 -0.863
C 3.5856 2.1032 3.2945 -0.064
C 4.6870 5.1134 0.6666 -0.418
C -1.6136 -0.8709 -6.4564 -0.340
B 1.8480 2.6386 -1.1383 0.490
B -0.4719 1.0216 -3.6035 1.358
H -1.2699 -6.3696 9.0299 0.380
H -0.7341 -2.8557 2.2618 0.421
H 3.1012 4.2099 5.8842 0.384
H -2.0576 7.3231 -7.6352 0.374
H -7.3661 5.0348 -2.2082 0.365
H 3.1181 -4.8003 2.8204 0.600
H 0.1536 -4.7272 -0.2859 0.433
H 3.1236 -10.4686 3.5350 0.370
H 5.6725 0.8144 5.4095 0.375
H -2.6102 2.7147 -0.2781 0.623
H -0.2246 7.7698 -3.7853 0.369
H 3.2579 1.9003 2.2800 0.655
H 5.5498 -8.6229 0.5139 0.358
H -3.7604 2.2632 -3.2425 0.482
H -4.0362 0.6719 -8.2203 0.401
H -8.3273 3.8612 1.8072 0.358
H -2.7572 4.6150 -4.3792 0.260
H -5.9912 3.0179 2.0121 0.395
H 0.7811 -0.3318 -2.6540 -0.019
H -2.5256 -5.9117 4.6809 0.602
H -4.0436 -4.1628 5.5931 0.377
H -2.1404 0.7351 -9.8507 0.374
H 2.9211 -6.6779 8.1941 0.351
H -0.8256 -5.2385 2.9726 0.513
H 6.7284 2.7173 -0.5378 0.408
H 0.1709 3.9856 -2.9195 0.089
H 3.6767 5.2829 1.0241 0.502
H -3.7206 0.0371 0.5023 0.552
H -1.4154 -1.3324 -5.4948 0.538
H -5.6670 0.7562 -3.7418 0.089
H 7.3591 6.8878 0.2205 0.342
H -5.0752 4.1298 -1.8149 0.389
H 3.4600 -2.3610 2.4054 0.480
H -3.1891 5.2800 -6.7478 0.370
H 8.2459 4.7046 -0.5721 0.369
H 1.4292 -6.0100 1.4514 0.535
H 0.1148 1.5077 -5.3827 0.254
H 2.3077 3.8064 3.5474 0.352
H 4.3825 3.0183 0.2840 0.651
H -9.0349 4.8965 -0.3534 0.373
H 1.0266 -7.0176 9.7701 0.365
H -1.2166 1.2006 1.2190 0.266
H 0.6306 -2.3093 -0.5583 0.259
H -1.5564 -5.4122 6.7450 0.305
H 3.0111 0.0869 0.5373 0.431
H 3.4281 3.1401 -2.0917 0.244
H 2.3205 0.1212 -1.0961 0.529
H 2.4580 -8.1786 4.2569 0.370
H -3.6485 -0.3988 -5.9840 0.585
H 4.8256 2.6680 6.8337 0.358
H -0.5404 8.5984 -6.1133 0.365
H -3.8686 1.7732 -0.9914 0.008
H 0.0333 -0.2665 -9.1805 0.369
H -2.9680 1.2202 -4.4079 0.062
H 4.7070 -10.6998 1.6166 0.364
H -2.3344 -1.2394 3.2671 0.531
H 0.4564 -5.1454 5.3049 0.454
H -0.7631 4.5183 -1.5808 0.592
H 1.2927 0.4104 0.3246 0.340
H 0.9906 -0.2727 -4.2732 0.262
H 4.7741 -6.4203 1.3783 0.381
```